[1]
Density functional theory data (the ωB97M-V functional and the def2-TZVPD basis) for a structure of composition C5H11O5P.

XYZ file:
```
22
Properties=species:S:1:pos:R:3
P 1.654 0.656 0.374
O -2.085 1.529 0.389
O 2.057 -0.445 1.452
O 1.998 0.065 -1.145
O 2.878 1.671 0.530
O -0.624 -0.126 0.130
C 1.097 0.181 -2.283
C -0.747 1.065 0.482
C -3.012 0.459 0.183
C 0.310 1.851 0.748
C 1.443 -1.737 1.525
H 0.378 1.080 -1.967
H 2.247 -2.483 1.205
H -4.047 0.881 0.475
H 1.156 -2.071 2.459
H -2.896 -0.459 0.755
H -2.927 0.178 -0.866
H 0.473 -0.726 -2.385
H 0.769 2.844 0.731
H 3.724 1.321 0.782
H 0.599 -1.715 0.805
H 1.650 0.206 -3.150
```

As for the frontier orbital gap: 9.10 eV. The maximum force is 0.0998 Eh/bohr. As for the HOMO energy: -8.421 eV. The value obtained for the relative energy (zero: lowest compared OMol25 entry of this formula, charge and spin) is 91.6 kJ/mol. The calculation puts the molar mass at 182.112 g mol⁻¹.

---

[2]
Density functional theory data (the ωB97M-V functional and the def2-TZVPD basis) for an isolated molecule of C12H17N3O4S2.

XYZ file:
```
38
Properties=species:S:1:pos:R:3
S -2.487 -0.337 1.893
S 3.968 -1.600 1.139
O 0.402 -0.347 1.966
O -3.386 -0.751 0.543
O -3.543 0.186 2.777
O 0.496 2.019 1.605
N -0.479 -0.584 -1.649
N -1.496 0.943 1.426
N 1.772 -0.462 1.644
C -0.476 1.305 -3.238
C 2.304 -1.603 1.469
C -2.489 -1.449 -0.470
C -0.127 0.943 1.693
C -1.836 1.359 -3.108
C -1.831 -0.532 -1.488
C 1.637 -2.845 1.895
C -2.244 2.172 1.099
C 4.477 0.003 1.769
C 1.702 0.313 -2.582
C -2.530 0.470 -2.177
C 0.190 0.315 -2.487
H 2.346 -3.739 1.716
H -2.696 2.774 1.864
H 2.213 0.376 -3.576
H 1.866 1.262 -2.117
H -3.022 1.888 0.429
H -1.518 2.723 0.562
H -2.475 2.047 -3.711
H -3.174 -2.003 -1.094
H -1.715 -2.081 0.026
H 4.198 0.146 2.821
H 1.114 -2.877 2.937
H -3.618 0.536 -2.110
H 0.757 -2.938 1.259
H 3.983 0.834 1.190
H 5.535 -0.030 1.890
H 0.124 2.060 -3.815
H 2.057 -0.494 -1.991
```

As for the frontier orbital gap: 9.59 eV. The maximum force is 0.0769 Eh/bohr. As for the HOMO energy: -8.928 eV. The calculation puts the molar mass at 331.419 g mol⁻¹.

---

[3]
Density functional theory data (the ωB97M-V functional and the def2-TZVPD basis) for a structure of composition C7H7NO.

XYZ file:
```
16
Properties=species:S:1:pos:R:3
O -0.140 0.834 -2.195
N -1.401 -0.493 -0.215
C 0.034 1.310 0.738
C 1.146 3.468 1.573
C 1.218 -0.901 -1.089
C -0.815 0.446 0.445
C 0.165 0.120 -1.327
C 0.623 2.448 1.180
C -1.646 -1.790 0.406
H 1.038 -1.736 -1.770
H -2.409 -1.690 1.187
H 1.220 -1.243 -0.062
H -2.006 -2.481 -0.356
H -0.753 -2.222 0.876
H 1.547 4.376 1.943
H 2.180 -0.446 -1.332
```

As for the frontier orbital gap: 8.28 eV. The maximum force is 0.0317 Eh/bohr. As for the HOMO energy: -7.854 eV. The value obtained for the relative energy (zero: lowest compared OMol25 entry of this formula, charge and spin) is 522.8 kJ/mol. The calculation puts the molar mass at 121.139 g mol⁻¹.

---

[4]
Density functional theory data (the ωB97M-V functional and the def2-TZVPD basis) for a cluster of 2 separate species, C11H12NO2 in total.

XYZ file:
```
26
Properties=species:S:1:pos:R:3
O 0.201 -2.867 -2.483
O 1.721 -1.885 -1.328
N 0.086 -0.101 -0.446
C 0.164 2.903 2.344
C 1.381 1.837 0.602
C -3.124 -0.482 1.400
C 1.317 -2.456 -2.365
C 0.333 0.885 0.524
C -1.106 -0.728 -0.155
C -0.853 1.978 2.290
C 2.227 -2.544 -3.550
C 1.303 2.815 1.560
C -0.831 0.996 1.360
C -1.708 -0.031 0.968
H 0.922 -0.737 -0.885
H -3.249 -1.267 2.071
H -1.487 -1.565 -0.678
H -1.533 1.996 3.165
H -3.710 0.450 1.727
H 2.097 3.568 1.784
H 0.075 3.782 3.044
H 2.582 -1.476 -3.615
H -3.684 -0.690 0.501
H 1.678 -2.783 -4.498
H 3.009 -3.166 -3.278
H 2.191 1.568 -0.059
```

As for the frontier orbital gap: 7.65 eV. The charge is -1. The maximum force is 0.0945 Eh/bohr. As for the HOMO energy: -4.089 eV. The value obtained for the relative energy (zero: lowest compared OMol25 entry of this formula, charge and spin) is 137.9 kJ/mol. The calculation puts the molar mass at 190.222 g mol⁻¹.

---

[5]
Density functional theory data (the ωB97M-V functional and the def2-TZVPD basis) for the ion C4H5N2 with charge +1.

XYZ file:
```
11
Properties=species:S:1:pos:R:3
N 0.375 -0.331 0.042
N -1.104 1.192 0.524
C 1.668 0.195 -0.092
C -0.559 -1.056 -0.093
C -2.035 0.501 0.080
C -1.925 -0.845 -0.318
H -3.076 0.719 0.242
H -2.689 -1.582 -0.300
H 2.408 -0.624 -0.262
H 1.434 0.974 -0.878
H 1.863 0.783 0.737
```

The expectation value of S² is 2.046. As for the frontier orbital gap (spin up / spin down): 10.05 / 9.41 eV. The charge is +1. The maximum force is 0.0946 Eh/bohr. As for the HOMO energy (spin up / spin down): -15.492 / -17.043 eV. As for the spin multiplicity: 3. The value obtained for the relative energy (zero: lowest compared OMol25 entry of this formula, charge and spin) is 195.8 kJ/mol. The calculation puts the molar mass at 81.098 g mol⁻¹.

---

[6]
Density functional theory data (the ωB97M-V functional and the def2-TZVPD basis) for an isolated molecule of C2H3N3S.

XYZ file:
```
9
Properties=species:S:1:pos:R:3
S 0.776 1.215 -1.325
N -0.098 -1.230 1.375
N -1.261 0.172 0.072
N 0.745 -0.830 0.322
C 0.037 0.157 -0.313
C -1.298 -0.618 1.113
H 1.673 -0.530 0.700
H -0.058 -2.246 1.530
H -2.155 -0.688 1.787
```

As for the frontier orbital gap: 8.32 eV. The maximum force is 0.0525 Eh/bohr. As for the HOMO energy: -8.297 eV. The value obtained for the relative energy (zero: lowest compared OMol25 entry of this formula, charge and spin) is 84.9 kJ/mol. The calculation puts the molar mass at 101.134 g mol⁻¹.

---

[7]
Density functional theory data (the ωB97M-V functional and the def2-TZVPD basis) for the ion C7H8N5O2 with charge -1.

XYZ file:
```
22
Properties=species:S:1:pos:R:3
O 0.140 1.624 -2.027
O -1.690 0.674 -2.803
N 1.374 -0.606 0.036
N 2.040 0.522 -1.913
N 2.585 0.771 -3.014
N -0.550 0.595 -2.329
N -0.116 -0.559 -2.101
C -2.023 -0.973 1.520
C -0.803 0.644 2.751
C 0.199 -0.410 0.783
C 1.238 -0.663 -1.646
C -1.986 -0.026 2.516
C 0.205 0.557 1.816
C -1.022 -1.171 0.647
H -1.260 -1.799 -0.185
H 1.681 -1.605 -1.819
H 2.103 0.212 0.201
H 1.096 1.267 1.844
H -2.828 -1.788 1.588
H -2.780 -0.180 3.324
H 3.145 1.574 -2.770
H -0.751 1.339 3.580
```

The expectation value of S² is 2.009. As for the frontier orbital gap (spin up / spin down): 6.56 / 7.01 eV. The charge is -1. The maximum force is 0.0960 Eh/bohr. As for the HOMO energy (spin up / spin down): -2.918 / -4.618 eV. As for the spin multiplicity: 3. The calculation puts the molar mass at 194.174 g mol⁻¹.

---

[8]
Density functional theory data (the ωB97M-V functional and the def2-TZVPD basis) for a cluster of 2 separate species, C2H7NS in total.

XYZ file:
```
11
Properties=species:S:1:pos:R:3
S 1.690 -2.417 0.118
N 0.432 0.716 0.091
C -1.942 1.228 0.609
C -0.817 1.211 -0.135
H -1.721 0.650 1.538
H 0.878 -0.126 0.547
H -0.863 1.436 -1.225
H 2.602 -1.955 -0.816
H 1.088 1.260 -0.493
H 1.489 -3.615 -0.366
H -2.836 1.614 0.132
```

As for the frontier orbital gap: 8.74 eV. The maximum force is 0.0617 Eh/bohr. As for the HOMO energy: -8.077 eV. The value obtained for the relative energy (zero: lowest compared OMol25 entry of this formula, charge and spin) is 160.4 kJ/mol. The calculation puts the molar mass at 77.152 g mol⁻¹.

---

Which of these has the highest maximum force? C5H11O5P

---

What is the maximum force in the third record? 0.0317 Eh/bohr